# 1
{"formula": "C28H36CsGeN2O8", "method": "ωB97M-V/def2-TZVPD", "max_force_ev_per_a": 3.70, "lumo_ev": 1.68, "gap_ev": 5.223, "charge": -1, "de_lowest_ev": 2.0028, "symbols": ["Cs", "C", "C", "C", "C", "C", "C", "H", "H", "H", "H", "H", "H", "O", "C", "C", "O", "C", "C", "O", "C", "O", "O", "C", "C", "O", "H", "H", "H", "O", "C", "N", "C", "O", "C", "C", "C", "C", "N", "C", "H", "H", "H", "H", "H", "H", "H", "H", "C", "C", "C", "C", "Ge", "C", "C", "C", "C", "H", "H", "H", "H", "H", "H", "H", "H", "H", "H", "H", "H", "H", "H", "H", "H", "H", "H", "H"], "coordinates": [[0.2569, -1.0919, -1.0710], [2.0421, -2.8382, 2.0804], [3.0079, -3.3232, 1.2098], [2.6853, -4.3228, 0.3016], [1.3921, -4.8253, 0.2520], [0.4238, -4.3358, 1.1176], [0.7527, -3.3502, 2.0383], [2.2944, -2.0569, 2.7862], [4.0154, -2.9266, 1.2425], [3.4440, -4.7138, -0.3657], [1.1389, -5.6027, -0.4576], [-0.5858, -4.7229, 1.0744], [0.0017, -2.9904, 2.7313], [-3.6767, -0.0031, -5.3421], [-3.0688, -0.2254, -4.3144], [-3.2266, -1.4176, -3.4159], [-3.8930, -2.4130, -3.6484], [-2.3853, -1.1634, -2.2340], [-1.9009, 0.1965, -2.3067], [-1.3486, 0.8504, -1.3663], [-1.9787, 0.6003, -3.7099], [-1.2452, 1.4084, -4.2777], [-2.0369, -1.9920, -1.3496], [0.2869, 2.7053, 0.1381], [0.1069, 1.3952, 0.8334], [0.9444, 0.5097, 0.7822], [1.3457, 2.9437, 0.0236], [-0.2504, 3.5018, 0.6522], [-0.1726, 2.5737, -0.8492], [4.5776, 3.4842, -6.7278], [4.3794, 3.6817, -5.3478], [4.0968, 2.4642, -4.6241], [5.1134, 1.5801, -4.4089], [6.2512, 1.8208, -4.7844], [4.7682, 0.3019, -3.7297], [5.7098, -0.7253, -3.7377], [5.4057, -1.9275, -3.1300], [4.1654, -2.0660, -2.5224], [3.2648, -1.0883, -2.4837], [3.5658, 0.0619, -3.0694], [5.3780, 2.9562, -6.8269], [3.5294, 4.3507, -5.2427], [5.2640, 4.1285, -4.8932], [3.1469, 2.1291, -4.6252], [6.6577, -0.5547, -4.2307], [6.1092, -2.7490, -3.1293], [3.8767, -2.9888, -2.0315], [2.8037, 0.8321, -2.9915], [-6.3346, 1.1002, 2.6129], [-5.0698, 1.0288, 1.7608], [-4.1937, -0.1625, 2.1383], [-2.8765, -0.2088, 1.3568], [-1.5177, 1.0806, 1.9805], [-0.6371, 0.3561, 3.6289], [-1.4510, -0.0148, 4.8787], [-1.5926, 1.1152, 5.8999], [-2.4822, 2.2637, 5.4293], [-6.9839, 1.9175, 2.2954], [-6.0791, 1.2516, 3.6645], [-6.9007, 0.1690, 2.5367], [-4.4959, 1.9518, 1.8771], [-5.3379, 0.9503, 0.7042], [-4.7550, -1.0826, 1.9488], [-4.0011, -0.1266, 3.2154], [-3.0602, -0.0456, 0.2953], [-2.4179, -1.1984, 1.4315], [-2.1408, 2.4632, 2.2838], [0.1708, 1.0365, 3.9174], [-0.1408, -0.5410, 3.2448], [-0.9572, -0.8537, 5.3799], [-2.4482, -0.3698, 4.6084], [-0.5970, 1.5012, 6.1402], [-2.0088, 0.6997, 6.8224], [-2.0917, 2.7088, 4.5149], [-2.5392, 3.0434, 6.1908], [-3.4933, 1.9045, 5.2240]], "forces_ev_per_angstrom": [[2.9, -2.2, -0.6], [0.0, 0.0, 0.0], [0.1, 0.0, 0.0], [0.0, 0.0, 0.0], [0.0, 0.0, 0.0], [0.0, 0.0, 0.0], [0.0, 0.0, 0.0], [0.0, 0.0, 0.0], [0.0, 0.0, 0.0], [0.0, 0.0, 0.0], [0.0, 0.0, 0.0], [0.0, 0.0, 0.0], [0.0, 0.1, 0.0], [0.1, 0.0, 0.0], [-0.1, 0.0, -0.3], [-0.1, -0.3, 0.1], [0.0, 0.1, 0.0], [0.3, 0.1, -0.1], [-1.0, 0.1, -0.4], [-0.5, 0.9, -0.1], [0.4, 0.2, 0.1], [-0.2, 0.1, 0.0], [-2.0, -0.6, 0.1], [0.1, 0.0, -0.1], [-0.3, 0.2, 0.4], [0.4, 1.0, 1.0], [0.0, 0.0, 0.0], [0.1, 0.0, 0.0], [0.0, 0.0, 0.0], [-0.1, 0.0, 0.0], [0.1, 0.0, 0.0], [0.0, -0.1, 0.0], [-0.2, 0.3, -0.4], [0.1, 0.0, 0.1], [0.1, -0.5, 0.3], [0.0, 0.2, -0.1], [0.0, -0.1, 0.0], [0.0, 0.1, 0.0], [0.0, -0.2, 0.1], [0.0, 0.2, -0.1], [0.1, 0.0, 0.0], [0.0, 0.0, 0.0], [0.0, 0.0, 0.0], [0.0, 0.0, 0.1], [0.0, 0.0, 0.0], [0.0, 0.0, 0.0], [0.0, 0.0, 0.0], [0.0, 0.0, 0.0], [0.1, 0.0, -0.1], [-0.1, -0.1, 0.1], [0.1, 0.2, 0.0], [0.2, 0.1, 0.0], [-0.1, -0.2, 0.4], [-0.1, 0.1, -0.2], [0.0, 0.1, 0.0], [-0.1, 0.0, -0.1], [0.2, -0.1, 0.1], [0.0, 0.0, 0.0], [0.0, 0.0, 0.0], [0.0, 0.0, 0.0], [0.0, 0.0, 0.0], [0.0, 0.0, 0.0], [0.0, 0.0, 0.0], [-0.1, -0.1, 0.0], [0.1, 0.0, 0.0], [0.0, 0.0, 0.0], [0.0, 0.0, -0.1], [0.0, 0.0, -0.1], [0.0, 0.0, 0.0], [0.0, 0.0, 0.0], [0.0, -0.1, 0.0], [0.0, 0.0, 0.0], [0.1, 0.0, 0.0], [0.0, 0.0, 0.0], [-0.1, 0.0, 0.0], [0.0, 0.0, 0.0]]}



# 2
{"formula": "C35H37N5O2RuS2", "method": "ωB97M-V/def2-TZVPD", "max_force_ev_per_a": 0.39, "lumo_ev": [-2.10, -2.10], "gap_ev": [6.644, 6.645], "de_lowest_ev": 0.0000, "symbols": ["Ru", "C", "C", "C", "C", "C", "C", "C", "C", "C", "C", "C", "C", "N", "C", "O", "C", "C", "C", "C", "C", "N", "C", "O", "N", "C", "C", "C", "C", "C", "C", "C", "C", "C", "C", "C", "C", "H", "H", "H", "H", "H", "H", "H", "H", "H", "H", "H", "H", "H", "H", "H", "H", "H", "H", "H", "H", "H", "H", "H", "H", "H", "H", "H", "H", "H", "H", "H", "H", "H", "H", "H", "H", "H", "S", "C", "C", "N", "C", "S", "C", "N"], "coordinates": [[0.1706, 0.2020, -0.3676], [2.3061, 4.3930, -0.7803], [1.6472, 3.4297, -1.7725], [2.2535, 3.5663, -3.1670], [0.1498, 3.6621, -1.7451], [-0.4452, 4.5462, -2.6372], [-1.7955, 4.8424, -2.5521], [-2.5689, 4.2584, -1.5656], [-2.0191, 3.3578, -0.6612], [-2.9163, 2.7206, 0.3813], [-3.4500, 3.7696, 1.3592], [-4.0664, 1.9486, -0.2698], [-0.6563, 3.0704, -0.7690], [-0.0879, 2.0991, 0.1247], [-0.0500, 2.4472, 1.4590], [-0.3142, 3.5313, 1.9306], [0.3852, 1.2904, 2.3210], [0.5912, 1.2766, 3.6894], [1.1066, 0.1146, 4.2553], [1.4597, -0.9721, 3.4561], [1.2337, -0.8679, 2.0994], [0.6691, 0.2207, 1.6037], [1.7612, -1.7505, 0.9999], [2.2941, -2.8090, 1.2249], [1.6067, -1.1564, -0.2530], [2.6360, -1.5404, -1.1999], [3.8329, -0.7937, -1.1363], [4.9102, -1.1795, -1.9231], [4.8258, -2.2815, -2.7504], [3.6586, -3.0155, -2.7819], [2.5406, -2.6817, -2.0184], [1.3733, -3.6484, -2.1944], [0.4389, -3.8537, -1.0067], [0.5938, -3.3204, -3.4683], [4.0342, 0.3914, -0.2044], [4.8388, -0.0279, 1.0325], [4.7283, 1.5652, -0.8934], [3.3867, 4.2566, -0.7509], [1.9051, 4.2597, 0.2262], [2.1009, 5.4230, -1.0809], [1.8497, 2.4050, -1.4341], [2.2402, 4.6025, -3.5095], [1.7151, 2.9583, -3.8958], [3.2957, 3.2457, -3.1618], [0.1508, 5.0182, -3.4063], [-2.2423, 5.5341, -3.2545], [-3.6235, 4.4968, -1.5018], [-2.3295, 1.9985, 0.9513], [-4.0793, 4.4925, 0.8366], [-2.6338, 4.3086, 1.8412], [-4.0598, 3.2939, 2.1296], [-4.7540, 2.6231, -0.7832], [-4.6366, 1.4090, 0.4891], [-3.7008, 1.2274, -1.0010], [0.3665, 2.1582, 4.2728], [1.2713, 0.0677, 5.3234], [1.9270, -1.8604, 3.8575], [5.8328, -0.6160, -1.8777], [5.6720, -2.5781, -3.3565], [3.6009, -3.8952, -3.4126], [1.8560, -4.6136, -2.3711], [-0.1503, -2.9618, -0.8100], [0.9912, -4.1107, -0.1031], [-0.2536, -4.6659, -1.2334], [0.2822, -2.2818, -3.4881], [-0.2994, -3.9451, -3.5462], [1.2092, -3.4912, -4.3535], [3.0579, 0.7435, 0.1284], [5.8503, -0.3183, 0.7393], [4.3938, -0.8798, 1.5459], [4.9188, 0.8040, 1.7364], [5.7605, 1.3231, -1.1493], [4.7543, 2.4297, -0.2279], [4.2133, 1.8474, -1.8105], [-0.6338, 0.3683, -2.4855], [-2.0277, -0.6261, -2.4734], [-2.7390, -0.7925, -3.7055], [-3.2943, -0.9351, -4.7012], [-2.4787, -1.1810, -1.3144], [-1.6368, -0.8904, 0.1636], [-3.6537, -1.9860, -1.2307], [-4.5888, -2.6494, -1.1439]], "forces_ev_per_angstrom": [[-0.1, -0.2, 0.2], [0.0, 0.0, 0.0], [0.0, -0.1, 0.0], [0.0, 0.0, 0.0], [0.0, 0.1, 0.0], [0.0, 0.0, 0.0], [0.0, 0.0, 0.0], [0.0, 0.0, -0.1], [-0.1, 0.0, 0.0], [0.0, 0.0, 0.0], [0.0, 0.0, 0.0], [0.0, 0.0, 0.0], [0.0, 0.0, 0.0], [0.2, 0.0, 0.1], [-0.2, -0.1, 0.1], [0.2, 0.0, 0.0], [0.0, 0.1, 0.0], [0.0, 0.0, 0.0], [0.0, 0.0, 0.0], [0.0, 0.0, 0.1], [0.1, 0.1, -0.1], [0.0, 0.0, 0.1], [-0.2, -0.1, 0.0], [0.3, 0.2, 0.1], [0.0, 0.0, -0.1], [0.0, 0.0, 0.1], [0.0, 0.0, -0.2], [0.0, 0.0, 0.0], [0.0, 0.0, 0.0], [0.0, 0.1, -0.1], [0.0, 0.0, 0.1], [-0.1, 0.0, 0.2], [0.1, 0.0, 0.0], [0.0, -0.1, -0.1], [0.0, -0.1, 0.0], [0.0, 0.0, 0.0], [0.0, 0.0, 0.0], [0.0, 0.0, 0.0], [0.0, 0.0, 0.0], [0.0, 0.0, 0.0], [0.0, 0.0, 0.0], [0.0, 0.0, 0.0], [0.0, 0.0, 0.0], [0.0, 0.0, 0.0], [0.0, 0.0, 0.0], [0.0, 0.0, 0.0], [0.0, 0.0, 0.0], [-0.1, 0.0, 0.0], [0.0, 0.0, 0.0], [0.0, 0.0, 0.0], [0.0, 0.0, 0.0], [0.0, 0.0, 0.0], [0.0, 0.0, 0.0], [0.0, 0.0, 0.0], [0.0, 0.0, 0.0], [0.0, 0.0, 0.0], [0.0, 0.0, 0.0], [0.0, 0.0, 0.0], [0.0, 0.0, 0.0], [0.0, 0.0, 0.0], [0.0, 0.0, 0.1], [-0.1, 0.0, 0.0], [-0.1, 0.0, -0.1], [0.0, 0.0, 0.0], [-0.1, 0.3, 0.1], [0.1, 0.0, 0.0], [0.0, 0.0, 0.0], [-0.1, 0.0, 0.1], [0.0, 0.0, 0.0], [-0.1, 0.0, 0.0], [0.0, 0.0, 0.0], [0.0, 0.0, 0.0], [0.0, 0.0, 0.0], [0.0, 0.0, 0.0], [0.1, -0.3, -0.3], [0.0, 0.1, 0.1], [0.0, 0.0, 0.0], [0.0, 0.0, 0.0], [0.0, -0.1, 0.0], [0.2, 0.2, -0.2], [0.0, -0.1, 0.0], [0.0, 0.0, 0.0]]}